Entry 1
The following is a quantum chemistry calculation of 2 unconnected molecules or ions with the total composition C3H10N2P, from the OMol25 dataset.

Properties
Kohn-Sham gap: 9.2 eV
E_LUMO: -4.1479 eV

ORCA input file:
```
! RIJCOSX wB97M-V def2-TZVPD def2/J DEFGRID3
* xyz 1 1
C -1.159 -1.463 0.356
C 0.746 -0.337 -0.563
C -0.387 1.914 -1.268
N 0.779 -1.051 1.634
N 0.237 -1.001 0.419
P 0.564 2.292 0.071
H -1.830 -1.025 1.156
H -1.178 -2.527 0.441
H -1.463 -1.080 -0.645
H 0.251 -0.406 -1.591
H 1.699 0.039 -0.387
H -1.471 1.652 -1.011
H -0.121 2.098 -2.254
H 1.433 -0.416 1.965
H 1.692 2.694 -0.631
H 0.209 -1.383 2.309
*
```


Entry 2
The following is a quantum chemistry calculation of a molecular structure, C3H10N2P, from the OMol25 dataset.

Properties
Kohn-Sham gap: 9.5 eV
E_LUMO: -4.2763 eV

ORCA input file:
```
! RIJCOSX wB97M-V def2-TZVPD def2/J DEFGRID3
* xyz 1 1
C 0.338 -1.550 0.029
C -1.371 1.115 0.403
C 0.586 -0.180 -0.144
N -0.682 -2.029 0.638
N 0.018 0.756 0.683
P 2.391 0.231 -0.502
H 0.874 -2.163 -0.560
H -1.926 0.182 0.348
H -1.766 1.589 1.263
H -1.541 1.791 -0.513
H 0.008 -0.452 -1.361
H -0.935 -3.009 0.866
H -1.086 -1.181 1.195
H 0.692 1.552 0.752
H 3.007 -1.045 -0.317
H 2.662 0.704 0.814
*
```


Q: Which of them is the most stable? A: entry 2.


Entry 1
The following is a quantum chemistry calculation of C5H10O2 in the gas phase, from the OMol25 dataset.

Properties
Kohn-Sham gap: 11.3 eV
SMILES: CC(C)CC(=O)O
E_LUMO: 0.8138 eV

ORCA input file:
```
! RIJCOSX wB97M-V def2-TZVPD def2/J DEFGRID3
* xyz 0 1
O -2.662 0.583 0.135
C -1.695 0.995 -0.418
O -1.460 2.316 -0.394
C -0.530 0.232 -1.037
C 0.128 -0.600 0.181
C 0.954 0.266 1.182
C 1.051 -1.681 -0.396
H -1.979 2.811 0.231
H -0.907 -0.361 -1.888
H 0.478 0.900 -1.169
H -0.673 -1.110 0.673
H 1.597 1.068 0.631
H 0.309 0.795 2.093
H 1.629 -0.351 1.850
H 1.516 -2.151 0.439
H 0.480 -2.449 -0.924
H 1.766 -1.267 -1.188
*
```


Entry 2
The following is a quantum chemistry calculation of a molecular structure, C5H10O2, from the OMol25 dataset.

Properties
Kohn-Sham gap: 10.9 eV
E_LUMO: 0.9776 eV

ORCA input file:
```
! RIJCOSX wB97M-V def2-TZVPD def2/J DEFGRID3
* xyz 0 1
C 0.812 0.533 -2.022
C -0.025 -0.376 -1.153
O 0.715 -1.559 -0.949
C -0.425 0.301 0.150
C -0.713 -0.601 1.337
C -0.214 0.587 2.133
O 0.604 0.919 0.982
H 1.091 0.031 -2.952
H 0.253 1.442 -2.260
H 1.718 0.798 -1.471
H -0.983 -0.617 -1.653
H 0.277 -2.048 -0.242
H -1.164 1.090 -0.060
H -1.646 -1.166 1.492
H 0.277 -1.106 1.333
H 0.343 0.365 3.047
H -0.921 1.407 2.289
*
```


Q: Which of them is the most stable? A: entry 1.


Entry 1
The following is a quantum chemistry calculation of 2 unconnected molecules or ions with the total composition C5H10O2, from the OMol25 dataset.

Properties
Kohn-Sham gap (alpha / beta): 8.3 / 7.9 eV
E_LUMO (alpha / beta): 0.8541 / 0.7319 eV

ORCA input file:
```
! RIJCOSX wB97M-V def2-TZVPD def2/J DEFGRID3
* xyz 0 1
C 1.428 0.260 -1.842
C 0.518 0.110 1.535
O 0.168 1.282 1.024
C -1.002 1.302 0.452
C -1.639 -0.038 0.592
C -0.481 -0.935 1.135
O -0.007 -1.896 0.199
H 2.002 1.179 -1.981
H 1.250 -0.231 -2.801
H 1.999 -0.405 -1.191
H 1.560 0.012 1.799
H 0.468 0.533 -1.386
H -1.338 2.243 0.049
H -2.462 -0.012 1.316
H -2.045 -0.443 -0.343
H -0.823 -1.544 1.976
H 0.403 -1.417 -0.533
*
```


Entry 2
The following is a quantum chemistry calculation of C5H10O2 in the gas phase, from the OMol25 dataset.

Properties
Kohn-Sham gap: 10.1 eV
SMILES: COC[C@H]1C[C@H]1O
E_LUMO: 0.9228 eV

ORCA input file:
```
! RIJCOSX wB97M-V def2-TZVPD def2/J DEFGRID3
* xyz 0 1
C 2.495 -0.164 0.642
O 1.090 -0.085 0.587
C 0.569 -0.459 -0.688
C -0.880 0.013 -0.835
C -2.121 -0.600 -0.221
C -1.707 0.802 0.148
O -1.258 1.168 1.393
H 2.854 -1.198 0.518
H 2.818 0.205 1.619
H 2.953 0.459 -0.142
H 1.202 0.002 -1.465
H 0.705 -1.553 -0.811
H -1.176 0.827 -1.521
H -2.972 -0.829 -0.862
H -2.032 -1.269 0.638
H -2.247 1.626 -0.367
H -0.295 1.056 1.368
*
```


Entry 3
The following is a quantum chemistry calculation of 3 unconnected molecules or ions with the total composition C5H10O2, from the OMol25 dataset.

Properties
Kohn-Sham gap (alpha / beta): 8.3 / 8.3 eV
E_LUMO (alpha / beta): -0.7326 / -0.7318 eV

ORCA input file:
```
! RIJCOSX wB97M-V def2-TZVPD def2/J DEFGRID3
* xyz 0 1
O 2.159 0.451 0.771
C 2.023 -0.436 -0.152
C 0.365 -1.174 -0.147
C -0.542 -0.121 -0.070
C -1.837 0.190 -0.774
O -2.265 0.994 0.332
C -1.087 0.663 1.092
H 1.281 1.338 0.107
H 2.596 -1.351 0.002
H 2.011 -0.063 -1.198
H 0.474 -1.743 0.777
H 0.264 -1.811 -1.029
H 0.656 1.472 -0.475
H -2.451 -0.723 -0.865
H -1.835 0.716 -1.732
H -0.506 1.541 1.380
H -1.306 0.057 1.980
*
```


Q: Which of them is the most stable? A: entry 2.


Entry 1
The following is a quantum chemistry calculation of C5H10O2 in the gas phase, from the OMol25 dataset.

Properties
Kohn-Sham gap: 10.0 eV
SMILES: C[C@]1(O)C[C@@]1(C)O
E_LUMO: 0.7733 eV

ORCA input file:
```
! RIJCOSX wB97M-V def2-TZVPD def2/J DEFGRID3
* xyz 0 1
C -1.700 -0.541 -0.378
C -0.601 0.417 0.015
O -0.873 1.750 -0.356
C 0.143 0.194 1.315
C 0.884 0.153 -0.003
C 1.534 -1.098 -0.533
O 1.687 1.258 -0.297
H -2.642 -0.184 0.062
H -1.838 -0.600 -1.462
H -1.526 -1.547 0.016
H -1.596 2.077 0.194
H 0.341 1.054 1.949
H -0.051 -0.738 1.842
H 2.490 -1.249 -0.020
H 0.918 -1.991 -0.392
H 1.744 -0.972 -1.600
H 1.086 2.018 -0.354
*
```


Entry 2
The following is a quantum chemistry calculation of 2 unconnected molecules or ions with the total composition C5H10O2, from the OMol25 dataset.

Properties
Kohn-Sham gap: 10.1 eV
SMILES: C=CCC=O.CO
E_LUMO: 0.5721 eV

ORCA input file:
```
! RIJCOSX wB97M-V def2-TZVPD def2/J DEFGRID3
* xyz 0 1
C 0.135 -2.320 -0.233
O -1.099 -1.744 0.131
C -0.822 0.618 -1.374
C 0.205 1.283 -0.853
C 0.127 1.943 0.512
C 0.685 0.928 1.486
O 0.017 0.074 2.028
H 0.008 -2.769 -1.226
H 0.457 -3.115 0.461
H 0.948 -1.576 -0.306
H -0.721 0.049 -2.298
H -1.789 0.587 -0.869
H 1.193 1.262 -1.323
H 0.721 2.863 0.561
H -0.913 2.169 0.778
H 1.792 0.931 1.613
H -0.942 -1.182 0.909
*
```


Entry 3
The following is a quantum chemistry calculation of C5H10O2 in the gas phase, from the OMol25 dataset.

Properties
Kohn-Sham gap: 10.8 eV
SMILES: C[C@@H](O)CCC=O
E_LUMO: 0.8246 eV

ORCA input file:
```
! RIJCOSX wB97M-V def2-TZVPD def2/J DEFGRID3
* xyz 0 1
C -1.535 0.461 -0.170
C -0.762 -0.784 -0.607
O -0.399 -0.735 -1.982
C 0.450 -1.117 0.292
C 1.094 0.074 1.025
C 1.083 1.390 0.281
O 1.019 2.468 0.821
H -2.022 0.265 0.790
H -0.932 1.357 -0.028
H -2.279 0.715 -0.925
H -1.472 -1.615 -0.554
H 0.514 -0.424 -2.057
H 0.145 -1.852 1.047
H 1.191 -1.636 -0.329
H 2.150 -0.145 1.230
H 0.625 0.256 1.996
H 1.132 1.323 -0.829
*
```


Q: Which of them is the most stable? A: entry 3.


Entry 1
The following is a quantum chemistry calculation of C3H3NO2S in the gas phase, from the OMol25 dataset.

Properties
Kohn-Sham gap: 8.8 eV
SMILES: O=c1ccn(S)o1
E_LUMO: -0.1396 eV

ORCA input file:
```
! RIJCOSX wB97M-V def2-TZVPD def2/J DEFGRID3
* xyz 0 1
C -0.031 -0.944 -0.217
C 1.361 -0.546 -0.206
C 1.198 0.886 -0.002
H -2.915 0.289 1.095
H -0.715 -1.872 -0.562
H 2.456 -1.082 0.046
N -0.888 0.039 0.097
O 2.199 1.609 -0.090
O -0.162 1.227 0.224
S -2.501 0.394 -0.385
*
```


Entry 2
The following is a quantum chemistry calculation of C3H3NO2S in the gas phase, from the OMol25 dataset.

Properties
Kohn-Sham gap: 8.9 eV
E_LUMO: 0.0331 eV

ORCA input file:
```
! RIJCOSX wB97M-V def2-TZVPD def2/J DEFGRID3
* xyz 0 1
C 0.542 -1.395 0.833
C -1.266 -0.209 0.039
C 0.018 0.657 -0.032
N 1.062 -0.208 0.549
O 2.489 1.294 -1.078
O -0.738 -1.474 0.579
S 1.563 0.214 -1.065
H -1.911 -0.046 0.808
H -1.859 -0.415 -0.963
H 0.101 1.581 0.329
*
```


Q: Which of them is the most stable? A: entry 1.


Entry 1
The following is a quantum chemistry calculation of 2 unconnected molecules or ions with the total composition C4H5NOS, from the OMol25 dataset.

Properties
Kohn-Sham gap: 9.2 eV
SMILES: CSC=C=O.C#N
E_LUMO: 0.3342 eV

ORCA input file:
```
! RIJCOSX wB97M-V def2-TZVPD def2/J DEFGRID3
* xyz 0 1
C 0.472 0.589 2.674
C -1.207 -0.489 -0.425
C -1.382 -1.463 0.410
C 0.966 0.545 -1.736
N 1.158 0.201 3.494
O -1.483 -2.368 1.128
S -0.197 -0.851 -1.854
H -0.166 0.982 1.930
H -1.738 0.444 -0.418
H 1.558 0.460 -0.830
H 0.406 1.475 -1.765
H 1.612 0.475 -2.608
*
```


Entry 2
The following is a quantum chemistry calculation of 2 unconnected molecules or ions with the total composition C4H5NOS, from the OMol25 dataset.

Properties
Kohn-Sham gap: 10.2 eV
SMILES: c1cnsc1.C=O
E_LUMO: 0.5157 eV

ORCA input file:
```
! RIJCOSX wB97M-V def2-TZVPD def2/J DEFGRID3
* xyz 0 1
C 0.488 -0.292 -1.107
C 1.130 -0.193 0.101
C -0.298 -1.435 -1.134
C -0.836 1.594 1.140
N -0.329 -2.154 -0.017
O -0.985 1.792 -0.021
S 0.609 -1.433 1.147
H 0.534 0.320 -1.914
H 1.720 0.619 0.526
H -0.946 -1.707 -1.917
H -1.170 0.756 1.588
H 0.082 2.132 1.607
*
```


Q: Which of them is the most stable? A: entry 1.